DFT (the ωB97M-V functional and the def2-TZVPD basis) results for a cluster of 14 separate species, C4H39N2O14 in total at a distorted geometry.

```
! RIJCOSX wB97M-V def2-TZVPD def2/J DEFGRID3
* xyz 2 2
C -0.04407 1.83014 -0.57708
O -1.30220 2.44821 -0.37093
C 0.85690 1.87073 0.70825
C 1.62459 0.53947 0.90378
C 2.71436 0.53424 1.99507
N 2.36692 1.31254 3.23377
N 1.74399 2.97906 0.60038
H 0.35841 2.40467 -1.41244
H -0.19243 0.81676 -0.93878
H -3.02034 1.46182 -1.68031
H 0.21626 2.01792 1.56594
H 2.10850 0.28016 -0.03941
H 0.89141 -0.22314 1.12238
H 3.65024 0.93499 1.62449
H 2.93141 -0.47862 2.29946
H 2.33178 2.29502 3.00716
H 3.04815 1.21065 3.96135
H 1.43746 0.98760 3.62986
H 1.27406 3.92984 0.53603
H 2.41257 2.89498 -0.17130
H -3.12818 1.00201 1.50360
H -5.15678 0.06864 0.77435
O -4.21667 0.02530 0.59092
H -2.96948 2.31171 2.32089
H -1.69100 2.17687 0.50290
O -2.44480 1.62513 1.88754
H -0.46844 5.63717 0.01146
H -0.79332 4.10604 0.07616
O -0.23326 4.80816 0.45826
H -3.30180 -0.00891 -2.22187
H -4.08968 0.33847 -0.37872
O -3.71980 0.79373 -1.83814
H -0.05745 -0.66784 3.48652
H -0.85782 0.64844 3.58956
O -0.04114 0.21832 3.88133
H -1.31121 -1.64380 -2.50480
H -2.48325 -1.84914 -1.43313
O -2.26264 -1.43891 -2.29114
H 0.39311 -3.15339 0.31627
H 1.80345 -3.43170 -0.33168
O 0.82807 -3.57324 -0.47145
H 0.47801 -2.81660 -1.87528
H 0.14951 -2.99053 -3.37752
O 0.40068 -2.31287 -2.74439
H -1.48290 -2.43805 1.19040
H -0.76333 -3.18431 2.34023
O -0.64629 -2.48367 1.69749
H 2.47414 0.94346 -4.13131
H 1.43021 0.02911 -3.52708
O 2.19630 0.56046 -3.29438
H 4.10657 -3.78079 -0.45997
H 3.51055 -2.66567 -1.35456
O 3.53562 -3.02293 -0.43110
H -3.43917 -1.52273 0.42190
H -3.50462 -3.08084 0.26689
O -2.90108 -2.33697 0.27682
H 2.20995 -2.21372 -2.93229
H 3.24005 -1.06118 -2.95933
O 3.17576 -2.02822 -2.89964
*
```

HOMO-LUMO gap (spin up / spin down), eV: 10.2 / 4.9
Expectation value of S²: 0.755
Energy relative to the best compared isomer or geometry (same formula, charge and spin), kcal per mole: 0.0
LUMO (spin up / spin down), eV: -5.668 / -10.958

---

DFT (the ωB97M-V functional and the def2-TZVPD basis) results for a structure of composition C23H18BrCl2N3O6S2SeSn.

```
! RIJCOSX wB97M-V def2-TZVPD def2/J DEFGRID3
* xyz -2 1
Sn -0.28457 -0.44030 0.74238
Cl -2.58444 -1.21890 -1.25864
C -1.79191 -1.99110 -2.60489
C -2.59822 -2.75894 -3.42428
C -2.06144 -3.38687 -4.53713
C -0.71438 -3.22426 -4.80866
C 0.06434 -2.44410 -3.97504
Cl 1.75438 -2.30892 -4.41648
C -0.41643 -1.77856 -2.83195
S 0.67449 -0.81653 -1.86762
H -3.64512 -2.85794 -3.17669
H -2.68459 -3.99221 -5.18145
H -0.25099 -3.70154 -5.66005
Br 1.84967 -3.75602 -0.06647
C 2.89772 -2.27423 0.46887
C 4.28135 -2.36586 0.34582
C 5.03359 -1.29627 0.79322
C 4.39210 -0.20258 1.35570
C 3.01207 -0.21461 1.42021
N 2.27469 -1.23169 0.96516
C 2.25198 0.94431 2.06498
O 2.88394 1.80442 2.65421
O 0.98323 0.87550 1.92152
H 4.73033 -3.25232 -0.07624
H 6.11336 -1.32728 0.71462
H 4.91777 0.65213 1.75325
Se -1.05116 -3.35994 2.20177
C -0.50697 -4.44934 3.60035
N -0.16743 -5.13090 4.47516
C 4.20111 7.13679 -4.41624
C 2.81047 6.65422 -4.11696
C 2.28723 5.54220 -4.75988
C 1.01915 5.06609 -4.44918
C 0.26673 5.71820 -3.49113
C 0.76796 6.83834 -2.84055
C 2.03100 7.29925 -3.15614
S -1.34750 5.11453 -3.07280
O -1.58333 3.97122 -3.91646
O -2.28192 6.20858 -3.12249
N -1.12515 4.74612 -1.51000
C -0.10794 3.73680 -1.17597
C -0.34301 3.27721 0.25826
C -1.67951 2.54599 0.34789
O -2.69989 3.23321 0.25889
O -1.67805 1.26927 0.43183
H 4.54597 6.77611 -5.38493
H 4.90629 6.78007 -3.66213
H 4.25174 8.22631 -4.42024
H 2.88114 5.02746 -5.50496
H 0.61306 4.18806 -4.92981
H 0.16637 7.33151 -2.09035
H 2.42759 8.16874 -2.64609
H -2.01304 4.49769 -1.04508
H 0.87763 4.20444 -1.25638
H -0.14644 2.88561 -1.86653
H -0.38481 4.15713 0.90212
H 0.47579 2.64707 0.58545
*
```

HOMO-LUMO gap, eV: 5.3
LUMO, eV: 3.572

---

DFT (the ωB97M-V functional and the def2-TZVPD basis) results for a cluster of 13 separate species, C38H94N2O25 in total at a distorted geometry.

```
! RIJCOSX wB97M-V def2-TZVPD def2/J DEFGRID3
* xyz 0 1
C -5.80766 -3.81591 1.20068
C -7.16946 -3.13709 0.84364
O -7.04164 -2.37440 -0.37068
C -7.50086 -2.87564 -1.60603
O -7.87693 -3.99760 -1.88846
O -7.45288 -1.85804 -2.43281
C -6.95816 -0.54189 -2.13473
H -5.79001 -4.71550 1.81594
H -5.06533 -3.16146 1.65760
H -5.40135 -4.16986 0.25319
H -7.50981 -2.43235 1.60232
H -8.05518 -3.76944 0.78252
H -7.53812 -0.10934 -1.31948
H -7.18560 0.08477 -2.99709
H -5.89259 -0.40422 -1.95112
C 4.55886 -5.62389 -7.22080
C 4.47932 -6.81818 -6.32289
O 3.56772 -6.66328 -5.22499
C 3.64613 -7.40284 -4.14372
O 4.62064 -8.10753 -3.91389
O 2.50618 -7.22734 -3.36478
C 2.22784 -8.04895 -2.22428
H 5.14586 -4.86962 -6.69677
H 3.60813 -5.28614 -7.63327
H 5.25973 -5.96577 -7.98238
H 5.49641 -7.13077 -6.08641
H 4.08355 -7.67135 -6.87385
H 1.17277 -8.22782 -2.43150
H 2.27089 -7.29449 -1.43878
H 2.85541 -8.93212 -2.10482
C 1.49684 -0.84472 -7.61155
C 1.28105 0.67248 -7.80534
O 2.14454 1.42220 -6.93994
C 1.84885 1.72349 -5.68237
O 0.78973 1.30605 -5.12172
O 2.93096 2.46546 -5.14338
C 3.07883 2.37667 -3.73524
H 0.92375 -1.44640 -8.31700
H 1.19138 -0.94460 -6.57001
H 2.55173 -1.06862 -7.77027
H 0.23843 0.90321 -7.58668
H 1.43887 0.98565 -8.83739
H 2.18545 2.21628 -3.13172
H 3.53422 3.28719 -3.34579
H 3.82380 1.61730 -3.49753
C -2.71058 -3.18847 -3.73383
C -3.00815 -4.56907 -4.39884
O -3.79542 -4.30287 -5.56998
C -4.84794 -5.05594 -5.79769
O -5.04473 -6.17706 -5.37186
O -5.56313 -4.47051 -6.81718
C -6.77219 -5.00828 -7.33029
H -2.37964 -3.27557 -2.69894
H -3.68723 -2.73732 -3.55855
H -2.09936 -2.58815 -4.40772
H -3.59080 -5.21196 -3.73907
H -2.03978 -5.04248 -4.56081
H -7.40883 -5.44955 -6.56344
H -6.56368 -5.73160 -8.11860
H -7.33594 -4.12203 -7.62160
C -2.10686 0.67333 2.48892
C -0.68249 0.07777 3.00658
O -0.21290 -0.98881 2.26708
C 1.13502 -1.27408 2.12384
O 2.01223 -0.79717 2.75458
O 1.26771 -2.23195 1.29292
C 2.50345 -2.37659 0.57922
H -1.93927 0.97652 1.45544
H -2.38472 1.52242 3.11338
H -2.86909 -0.10396 2.54306
H -0.55287 0.02502 4.08756
H 0.03160 0.86710 2.77177
H 2.85932 -1.46485 0.09945
H 2.49746 -3.15636 -0.18238
H 3.38414 -2.61967 1.17368
C 11.20933 -5.85710 -0.35210
O 9.98274 -6.43892 -0.76594
C 9.11753 -5.52082 -1.49564
C 9.35186 -5.44573 -2.98620
N 10.67572 -4.98005 -3.47605
C 10.88339 -5.17836 -4.90438
C 12.33722 -4.90159 -5.23715
O 12.67172 -3.45442 -5.16958
C 11.97642 -2.67176 -6.25264
H 11.61600 -5.24314 -1.15569
H 11.87219 -6.72237 -0.34572
H 11.22543 -5.51967 0.68423
H 9.24275 -4.55523 -1.00570
H 8.08613 -5.75206 -1.22953
H 8.52440 -4.92016 -3.46283
H 9.24378 -6.49892 -3.24541
H 11.44893 -5.52503 -3.12218
H 10.16320 -4.60009 -5.48318
H 10.63404 -6.23118 -5.03665
H 12.47405 -5.15091 -6.28939
H 13.15213 -5.36375 -4.67998
H 10.91173 -2.60909 -6.02770
H 12.22988 -3.03959 -7.24690
H 12.19992 -1.60544 -6.21926
C -5.55785 15.73261 6.12702
O -6.45138 14.98509 5.31453
C -6.26949 13.52633 5.37728
C -7.49245 12.85945 4.67062
N -7.24112 11.33706 4.54574
C -7.12782 10.51317 5.67580
C -7.18393 9.00131 5.34012
O -6.90749 8.16893 6.42014
C -7.05016 6.75514 6.09278
H -4.62817 15.96163 5.60609
H -5.17804 14.99597 6.83497
H -6.03965 16.55115 6.66177
H -6.32432 13.17329 6.40707
H -5.29045 13.19885 5.02754
H -7.64406 13.35434 3.71136
H -8.43865 13.00961 5.19048
H -7.84077 10.97428 3.81847
H -7.96321 10.72990 6.34157
H -6.18724 10.62191 6.21579
H -6.54047 8.61881 4.54782
H -8.20767 8.74890 5.06382
H -6.85745 6.18665 7.00261
H -6.38177 6.32919 5.34450
H -8.05076 6.59916 5.68962
C -4.30949 -3.10493 6.75442
O -2.99265 -2.95457 6.94938
H -4.81294 -2.16724 6.51910
H -4.54512 -3.77488 5.92753
H -4.66677 -3.56883 7.67378
H -2.93586 -2.48513 7.78484
C -1.16987 6.64374 3.89119
O -0.24165 5.94892 4.66743
H -1.18467 5.98734 3.02112
H -2.15727 6.58258 4.34880
H -0.93996 7.69802 3.73718
H -0.20748 6.21605 5.58888
C -6.67242 4.65448 0.84729
O -6.86427 3.42738 1.50105
H -6.76826 4.57191 -0.23534
H -7.51703 5.22388 1.23527
H -5.72216 5.07836 1.17197
H -7.55830 3.03070 0.96948
C -0.71031 0.68358 10.15359
O -1.44715 -0.52555 10.24308
H -0.77086 0.98390 9.10754
H -1.19951 1.56581 10.56647
H 0.28273 0.59101 10.59337
H -2.23172 -0.41977 10.78609
C 5.99000 -5.51492 3.83655
O 4.57059 -5.27568 3.76929
H 6.35985 -5.38570 4.85371
H 6.17143 -6.45505 3.31565
H 6.47911 -4.77888 3.19849
H 4.35131 -4.34952 3.89477
C 4.33532 5.76412 2.76085
O 3.38711 4.75390 2.64041
H 3.94217 6.71468 3.12136
H 5.15190 5.40137 3.38513
H 4.86692 5.88491 1.81697
H 2.55361 4.88523 3.09825
*
```

HOMO-LUMO gap, eV: 8.9
LUMO, eV: 0.144